No. 1
Here is a molecular structure, C8H16CoF8N2O10S4 at a distorted geometry from OMol25. Energies are from wB97M-V/def2-TZVPD.

Last column: Löwdin charge in e.
Element x y z (Å)
Co: 0.193 -0.524 -0.286  0.81
N: 0.626 -2.106 -1.391  -0.35
S: 0.112 -3.620 -1.235  0.48
O: 1.087 -4.562 -0.816  -0.23
O: -0.887 -4.034 -2.131  -0.21
F: -0.691 -3.345 0.134  -0.20
S: 1.686 -2.336 -2.656  0.52
O: 1.141 -2.784 -3.877  -0.20
O: 2.982 -2.705 -2.235  -0.23
F: 1.810 -0.765 -2.949  -0.19
C: -1.887 2.890 0.255  -0.67
F: -1.906 4.201 0.037  0.16
F: -1.005 2.625 1.224  0.13
F: -3.099 2.490 0.569  0.17
S: -1.283 2.113 -1.331  0.64
O: -2.168 2.536 -2.344  -0.22
O: 0.105 2.431 -1.456  -0.26
N: -1.329 0.467 -0.974  -0.36
S: -2.706 -0.231 -1.515  0.61
O: -2.738 -1.514 -0.896  -0.27
O: -3.879 0.557 -1.384  -0.24
C: -2.422 -0.596 -3.349  -0.67
F: -1.127 -0.557 -3.601  0.15
F: -2.974 -1.752 -3.643  0.18
F: -3.058 0.319 -4.076  0.15
C: -1.762 -1.846 2.956  -0.04
C: -1.165 -0.519 2.554  -0.42
C: -0.753 0.339 3.739  -0.03
O: 0.000 -0.787 1.724  -0.10
H: -1.047 -2.493 3.475  0.10
H: -2.077 -2.427 2.089  0.08
H: -2.592 -1.727 3.653  0.09
H: -1.898 0.047 1.983  0.13
H: -1.384 0.205 4.617  0.09
H: -0.865 1.395 3.479  0.07
H: 0.290 0.262 4.057  0.09
H: 0.732 -1.039 2.297  0.12
C: 3.204 1.505 1.560  -0.04
C: 2.444 1.554 0.243  -0.45
C: 3.222 2.272 -0.843  -0.03
O: 2.157 0.196 -0.164  -0.10
H: 4.176 1.012 1.502  0.09
H: 2.608 0.989 2.318  0.07
H: 3.357 2.520 1.930  0.09
H: 1.553 2.148 0.428  0.12
H: 4.188 1.802 -1.039  0.09
H: 3.433 3.287 -0.500  0.09
H: 2.621 2.363 -1.744  0.08
H: 2.978 -0.254 -0.391  0.12

Forces on the atoms, in the same order (eV/Å):
0.597 -0.376 0.162
1.117 -1.685 -1.778
-2.701 -1.891 3.551
0.834 0.346 -0.450
-0.314 0.298 -0.956
0.245 0.299 -0.315
1.055 3.924 -1.266
-0.526 -1.039 0.348
0.228 -0.414 0.488
0.100 -0.059 0.425
0.343 0.345 -1.095
0.044 0.036 0.210
-0.255 -0.165 0.275
0.132 -0.215 0.387
1.084 -0.835 0.435
-0.667 -0.090 -0.364
0.237 0.107 0.548
-1.180 2.467 -0.956
-0.878 -1.620 0.338
0.704 -0.660 0.238
0.113 0.732 -0.285
-0.931 0.931 0.262
0.145 -0.327 -0.250
0.493 -0.428 0.197
0.337 0.235 0.013
0.040 -0.719 0.117
-0.203 -0.560 1.023
0.025 1.183 0.080
-0.146 0.587 -0.482
0.212 0.283 0.032
-0.196 0.211 -0.059
-0.134 0.170 -0.201
0.278 -0.123 -0.501
-0.035 -0.329 -0.076
0.058 -0.038 -0.048
-0.018 -0.511 -0.078
0.069 -0.081 -0.077
-0.204 0.101 0.318
1.565 0.564 0.457
-0.081 0.267 0.152
-1.077 0.308 0.170
-0.010 -0.007 -0.199
0.020 -0.048 -0.023
0.092 -0.006 -0.046
-0.570 -0.735 -0.276
-0.089 -0.141 -0.107
0.000 -0.013 0.007
0.109 -0.179 -0.123
-0.062 -0.104 -0.222

Values from the calculation:
Max |F|   4.846 eV/Å
Orbital gap (spin up / spin down)   0.3890 / 0.3592 hartree
Relative energy (zero: lowest compared OMol25 entry of this formula, charge and spin)   0.223 eV
Charge   0
Multiplicity   4
LUMO energy (spin up / spin down)   -0.275 / -1.087 eV
Total energy   -134717.046 eV


No. 2
Here is a molecular structure, C8H16CoFO10P at a distorted geometry from OMol25. Energies are from wB97M-V/def2-TZVPD.

Last column: Löwdin charge in e.
Element x y z (Å)
Co: -1.531 1.239 0.566  0.62
P: -1.191 3.626 -0.199  -0.06
O: -1.423 3.094 1.246  -0.47
O: -2.554 4.127 -0.806  -0.52
O: -0.520 2.267 -0.719  -0.50
O: -0.394 4.829 0.272  -0.50
F: -3.565 0.974 0.636  -0.59
C: 1.497 -2.025 -1.619  -0.05
C: 0.251 -2.752 -1.115  -0.25
O: -0.929 -2.515 -1.851  0.04
C: -1.667 -1.448 -1.469  -0.43
O: -1.429 -0.599 -0.578  0.06
O: -2.761 -1.406 -2.295  -0.01
C: -3.604 -0.320 -2.345  -0.08
H: 1.272 -0.998 -1.334  0.06
H: 1.619 -2.127 -2.698  0.08
H: 2.361 -2.279 -1.004  0.08
H: 0.127 -2.720 -0.032  0.12
H: 0.545 -3.793 -1.249  0.11
H: -4.562 -0.588 -1.899  0.09
H: -3.765 -0.005 -3.376  0.09
H: -3.322 0.607 -1.845  0.09
C: 3.532 1.725 0.183  -0.07
C: 2.083 1.399 0.447  -0.18
O: 2.136 0.454 1.556  0.02
C: 1.022 -0.068 2.057  -0.53
O: -0.093 0.344 1.697  0.06
O: 1.343 -1.072 2.848  0.01
C: 0.366 -1.974 3.417  -0.02
H: 4.136 0.829 0.036  0.06
H: 3.825 2.181 1.129  0.07
H: 3.663 2.488 -0.584  0.08
H: 1.589 0.871 -0.368  0.10
H: 1.610 2.339 0.735  0.13
H: -0.665 -1.640 3.295  0.10
H: 0.475 -2.208 4.475  0.08
H: 0.523 -2.853 2.792  0.08

Forces on the atoms, in the same order (eV/Å):
-2.247 1.749 0.678
-2.723 3.330 2.248
-1.599 -3.118 2.256
2.098 -1.720 -0.773
0.565 0.377 -2.440
2.546 1.042 -2.374
0.874 -0.842 -0.078
-1.441 1.449 1.102
1.788 -1.743 0.164
-0.367 0.616 0.510
-1.294 3.599 1.191
-0.015 -4.130 -3.135
3.050 -1.960 0.756
-1.841 2.334 0.287
0.433 0.473 -0.636
0.199 -0.066 0.204
0.088 -0.405 -0.337
-0.310 0.863 -0.024
-0.863 -0.509 -0.388
-0.024 -0.085 -0.029
0.096 -0.491 -0.269
0.675 -0.319 0.571
-0.045 0.102 0.808
0.042 -0.010 -0.327
0.386 -0.716 1.075
-2.161 2.551 -2.969
2.524 -2.461 2.196
0.064 -0.419 1.664
-0.514 0.060 -1.391
0.095 0.064 -0.297
0.589 0.080 -0.016
-0.142 -0.287 -0.156
-0.286 0.604 0.055
-0.829 -0.395 -0.137
0.135 0.362 -0.313
0.805 0.416 -0.117
-0.350 -0.396 0.441

Values from the calculation:
Max |F|   5.185 eV/Å
Orbital gap (spin up / spin down)   0.1068 / 0.1075 hartree
Relative energy (zero: lowest compared OMol25 entry of this formula, charge and spin)   1.544 eV
Charge   -2
Multiplicity   4
LUMO energy (spin up / spin down)   4.193 / 4.193 eV
Total energy   -78664.422 eV


No. 3
Here is a molecular structure, C8H16CuO10S2 at a distorted geometry from OMol25. Energies are from wB97M-V/def2-TZVPD.

Last column: Löwdin charge in e.
Element x y z (Å)
Cu: -1.025 0.129 0.955  0.61
S: 0.376 1.214 2.969  0.29
O: -0.096 1.140 4.370  -0.39
O: -0.627 1.870 2.093  -0.38
O: 1.607 2.025 3.000  -0.41
O: 0.517 -0.092 2.219  -0.40
S: -3.577 -0.706 0.690  0.25
O: -2.859 0.479 0.112  -0.40
O: -4.759 -0.295 1.445  -0.38
O: -3.878 -1.676 -0.346  -0.39
O: -2.494 -1.175 1.608  -0.39
C: 0.017 -3.556 -1.561  -0.16
C: 1.160 -3.391 -0.544  -0.17
C: 0.571 -2.443 0.509  -0.19
O: -0.310 -1.601 -0.216  -0.18
C: -0.790 -2.279 -1.369  -0.18
H: -0.541 -4.474 -1.390  0.10
H: 0.391 -3.562 -2.588  0.10
H: 2.073 -2.932 -0.936  0.10
H: 1.460 -4.383 -0.193  0.10
H: 1.364 -1.940 1.049  0.11
H: -0.042 -3.036 1.202  0.14
H: -0.686 -1.562 -2.190  0.13
H: -1.862 -2.497 -1.334  0.11
C: 2.112 2.964 -0.738  -0.16
C: 0.765 3.695 -0.475  -0.15
C: -0.182 2.667 -1.061  -0.22
O: 0.306 1.442 -0.576  -0.19
C: 1.731 1.477 -0.532  -0.17
H: 2.965 3.344 -0.181  0.10
H: 2.309 3.184 -1.798  0.09
H: 0.704 4.636 -1.018  0.10
H: 0.580 3.712 0.603  0.11
H: -0.163 2.732 -2.167  0.11
H: -1.247 2.762 -0.849  0.13
H: 2.164 0.819 -1.285  0.11
H: 1.967 1.308 0.524  0.10

Forces on the atoms, in the same order (eV/Å):
-1.032 0.666 0.766
0.006 2.399 2.384
0.052 -1.178 -1.311
-1.154 0.713 -0.770
0.497 -0.784 -0.986
0.546 -1.150 0.141
-0.366 0.308 1.363
0.993 1.413 -1.192
0.121 -0.110 -0.424
-0.186 -0.613 -0.623
0.412 -1.289 0.774
0.971 0.742 -0.329
0.132 -0.251 -0.128
-0.310 -1.869 -0.062
0.844 0.093 0.038
-1.003 0.271 -0.685
-0.172 0.095 0.144
0.030 -0.309 0.020
-0.230 0.027 -0.421
-0.017 0.195 0.447
-0.394 0.635 0.033
0.154 0.237 0.235
0.227 -0.160 -0.094
0.012 0.237 0.630
-0.835 0.530 -1.322
0.360 -0.924 0.243
-0.459 0.445 -0.574
-0.343 -0.675 -0.866
0.025 1.610 1.287
-0.088 -0.267 0.374
0.288 -0.281 0.024
-0.008 0.279 0.393
-0.070 0.511 -0.059
0.386 -0.288 -0.035
0.147 -0.091 0.684
0.086 -0.238 0.227
0.378 -0.928 -0.325

Values from the calculation:
Max |F|   3.382 eV/Å
Orbital gap (spin up / spin down)   0.2579 / 0.2568 hartree
Relative energy (zero: lowest compared OMol25 entry of this formula, charge and spin)   0.497 eV
Charge   -2
Multiplicity   2
LUMO energy (spin up / spin down)   4.939 / 4.939 eV
Total energy   -95341.872 eV


No. 4
Here is a molecular structure, C8H16F5ORuS4Te from OMol25. Energies are from wB97M-V/def2-TZVPD.

Last column: Löwdin charge in e.
Element x y z (Å)
Ru: -0.390 0.379 -0.831  0.59
C: 0.208 -2.222 1.050  -0.41
C: 0.754 -2.746 -0.268  -0.43
S: 1.109 -1.434 -1.481  0.94
C: 2.773 -0.831 -1.076  -0.44
C: 2.841 0.062 0.148  -0.42
S: 1.557 1.336 -0.044  0.93
C: 1.214 1.863 1.659  -0.43
C: -0.030 2.728 1.582  -0.43
S: -1.378 1.996 0.591  0.96
C: -2.307 0.981 1.781  -0.43
C: -1.586 -0.298 2.175  -0.41
S: -1.186 -1.144 0.621  0.94
H: 0.939 -1.641 1.612  0.08
H: -0.165 -3.030 1.681  0.12
H: 0.009 -3.369 -0.768  0.10
H: 1.647 -3.355 -0.133  0.11
H: 3.082 -0.290 -1.973  0.10
H: 3.430 -1.697 -0.984  0.11
H: 3.806 0.565 0.213  0.11
H: 2.666 -0.479 1.078  0.08
H: 2.068 2.428 2.035  0.12
H: 1.081 0.972 2.272  0.08
H: 0.192 3.666 1.072  0.10
H: -0.427 2.983 2.565  0.11
H: -3.241 0.757 1.259  0.10
H: -2.557 1.602 2.640  0.11
H: -2.234 -0.953 2.758  0.12
H: -0.674 -0.113 2.742  0.08
F: -1.520 -0.742 -4.932  -0.28
Te: -1.973 0.231 -3.461  1.84
F: -2.201 1.726 -4.477  -0.29
F: -0.082 0.614 -3.254  -0.44
F: -3.727 -0.245 -3.596  -0.29
F: -1.604 -1.343 -2.462  -0.44
O: -2.093 1.043 -1.795  -0.70

Forces on the atoms, in the same order (eV/Å):
0.243 0.561 0.174
0.093 0.112 -0.047
-0.097 -0.014 0.034
-0.092 -0.093 -0.089
0.030 0.059 0.014
-0.062 -0.044 0.035
0.254 -0.092 0.120
-0.077 -0.084 -0.019
0.063 0.029 -0.063
-0.107 0.275 0.121
0.014 -0.169 -0.039
0.043 0.152 -0.011
-0.221 -0.075 0.221
0.006 -0.048 0.012
-0.042 -0.009 -0.035
0.023 -0.004 -0.015
0.043 0.060 0.012
-0.023 -0.010 -0.009
-0.008 -0.005 0.034
-0.005 0.009 -0.023
0.005 -0.002 -0.015
0.009 0.025 -0.054
0.007 0.042 0.025
-0.019 0.004 0.012
0.003 -0.063 0.021
0.004 0.020 0.004
0.072 0.018 0.013
-0.021 -0.018 -0.040
-0.024 0.006 0.003
-0.001 0.102 0.008
-0.007 -0.003 0.342
0.050 0.048 0.021
-0.120 0.044 -0.131
0.011 0.007 -0.036
-0.050 -0.275 -0.388
-0.001 -0.564 -0.212

Values from the calculation:
Max |F|   0.636 eV/Å
Orbital gap (spin up / spin down)   0.2848 / 0.2928 hartree
Relative energy (zero: lowest compared OMol25 entry of this formula, charge and spin)   0.944 eV
Charge   +2
Multiplicity   2
LUMO energy (spin up / spin down)   -8.334 / -8.705 eV
Total energy   -77391.359 eV


No. 5
Here is 2 unconnected molecules or ions with the total composition C8H16I2NO at a distorted geometry from OMol25. Energies are from wB97M-V/def2-TZVPD.

Last column: Löwdin charge in e.
Element x y z (Å)
C: -2.249 -2.597 -2.206  -0.18
C: -1.957 -1.227 -1.466  -0.68
I: -1.643 0.508 -2.781  0.89
C: -1.886 -1.087 -0.057  -0.65
I: -2.234 -2.797 1.277  0.91
C: -1.526 0.346 0.579  -0.29
C: -1.526 0.514 2.167  -0.15
C: -0.029 0.764 2.786  -0.11
C: 0.917 0.678 1.465  -0.09
N: -0.013 0.390 0.301  0.01
H: -1.234 -3.015 -2.524  0.10
H: -2.889 -2.497 -3.137  0.08
H: -2.741 -3.384 -1.550  0.04
H: -1.948 1.269 0.060  0.12
H: -1.997 1.530 2.333  0.12
H: -2.009 -0.268 2.825  0.07
H: 0.241 0.034 3.621  0.13
H: -0.032 1.838 3.171  0.12
H: 1.551 1.575 1.207  0.13
H: 1.428 -0.323 1.645  0.14
H: 0.195 -0.610 0.128  0.14
H: 0.306 0.838 -0.571  0.11
C: 3.370 1.224 -1.871  -0.15
O: 3.582 1.001 -0.482  -0.14
H: 2.458 0.708 -2.176  0.06
H: 3.259 2.295 -2.062  0.08
H: 4.213 0.831 -2.442  0.09
H: 4.392 1.466 -0.239  0.09

Forces on the atoms, in the same order (eV/Å):
0.645 0.115 -0.100
-0.590 -1.028 2.585
-0.183 -1.242 0.852
-0.900 1.034 -2.785
0.360 1.363 -0.993
0.916 -0.833 0.842
0.184 1.361 1.043
-0.580 0.984 -1.657
-0.488 -0.817 2.120
1.416 -1.409 -0.258
-1.343 0.505 0.297
0.852 0.251 1.177
0.650 1.298 -0.568
0.112 -1.656 0.628
-0.039 -1.496 -0.015
0.134 0.836 -1.384
-0.262 1.031 -1.458
0.216 -1.653 -0.262
-0.531 -1.352 0.574
0.295 1.824 -0.630
-0.169 0.647 -0.326
-0.567 0.229 0.343
0.304 0.187 0.077
-0.180 0.028 0.188
0.066 -0.035 0.058
-0.042 -0.054 -0.218
-0.160 0.032 -0.186
-0.119 -0.150 0.056

Values from the calculation:
Max |F|   3.104 eV/Å
Orbital gap   0.3192 hartree
Relative energy (zero: lowest compared OMol25 entry of this formula, charge and spin)   1.921 eV
Charge   +1
LUMO energy   -3.733 eV
Total energy   -28285.202 eV


No. 6
Here is a molecular structure, C8H16IN3O2 at a distorted geometry from OMol25. Energies are from wB97M-V/def2-TZVPD.

Last column: Löwdin charge in e.
Element x y z (Å)
C: 2.003 -1.616 1.188  -0.09
C: 2.806 -0.885 -0.062  -0.37
O: 2.069 -1.148 -1.317  -0.15
C: 3.033 0.701 0.281  -0.19
N: 1.769 1.493 0.532  -0.11
C: 1.088 1.936 -0.744  -0.18
C: -0.352 1.202 -1.013  -0.23
O: -1.483 1.926 -0.344  -0.11
C: -2.439 0.841 -0.040  -0.29
N: -3.377 0.128 -0.990  -0.28
C: -4.178 -0.868 -0.165  -0.22
C: -3.697 -0.760 1.411  -0.05
N: -2.626 0.311 1.364  0.05
H: 0.875 -1.713 0.834  0.07
H: 2.510 -2.677 1.378  0.09
H: 2.061 -0.954 2.161  0.08
H: 3.865 -1.431 -0.132  0.14
H: 2.457 -1.974 -1.777  0.13
H: 3.693 0.789 1.263  0.13
H: 3.625 1.203 -0.617  0.13
H: 1.120 1.031 1.206  0.10
H: 0.995 3.119 -0.683  0.13
H: 1.778 1.676 -1.676  0.13
H: -0.351 0.123 -0.506  -0.01
H: -0.661 1.122 -2.147  0.12
H: -3.503 0.286 -2.016  0.11
H: -5.017 -1.590 -0.553  0.12
H: -4.091 -1.334 2.351  0.12
H: -2.056 0.691 2.151  0.15
I: -1.917 -1.627 -1.337  0.47

Forces on the atoms, in the same order (eV/Å):
0.054 0.202 -0.651
0.809 -1.124 1.175
1.770 -0.866 0.341
0.307 -0.369 -0.235
0.368 -0.637 -1.238
-0.462 0.426 -0.680
1.368 -0.647 -0.196
-2.368 -4.362 0.672
-3.033 0.266 1.205
-1.914 3.883 7.202
1.598 2.100 4.828
-0.223 2.004 -5.818
-1.697 -0.688 -4.306
2.348 -0.024 0.887
-1.414 2.300 -0.291
-0.046 -1.439 -1.841
-2.053 1.456 0.134
-0.939 2.072 1.369
-1.254 -0.434 -2.124
-1.288 -0.966 1.988
0.834 0.362 -1.029
-0.165 -2.439 -0.357
-1.545 0.505 2.054
0.517 2.382 -1.540
1.010 0.079 2.263
0.313 0.025 1.705
2.204 1.823 0.542
1.130 1.442 -2.213
-0.818 -0.603 -1.209
4.590 -6.730 -2.637

Values from the calculation:
Max |F|   8.562 eV/Å
Orbital gap   0.2180 hartree
Relative energy (zero: lowest compared OMol25 entry of this formula, charge and spin)   4.176 eV
Charge   0
LUMO energy   0.033 eV
Total energy   -25210.443 eV